Entry 1:
# C25H27AsAuN2OS2

A molecular structure, C25H27AsAuN2OS2 (the ωB97M-V functional and the def2-TZVPD basis, the Open Molecules 2025 dataset).

XYZ file:
```
59
Properties=species:S:1:pos:R:3:forces:R:3:nbo_charge:R:1
Au 0.2495 0.6147 0.6220 -0.666 -1.423 0.670 1.058
As 2.3657 -0.2729 -0.0646 0.653 1.110 -1.052 1.107
S -3.0199 0.7917 -2.7442 -0.002 0.000 -0.035 0.296
S -0.4597 1.2276 -1.4222 0.085 -0.063 -0.304 -0.075
O 0.5779 0.3288 2.5685 0.186 -0.039 0.046 -0.766
N -2.5813 -0.0183 -0.2532 0.136 0.084 -0.025 -0.340
N -1.7178 -0.1738 0.8184 -0.109 0.533 0.017 -0.434
C -4.4584 1.6579 -2.0123 -0.073 -0.010 0.028 -0.540
C 0.6557 -1.0187 4.4310 0.000 -0.088 -0.002 -0.297
C -3.2473 5.3704 -0.2416 0.005 -0.010 0.004 -0.207
C 3.9719 -3.0807 -1.8409 0.048 0.036 0.037 -0.244
C -3.5756 -1.3287 1.8505 0.000 0.001 -0.032 -0.689
C -4.0779 2.9672 -1.3872 0.083 -0.028 0.009 0.032
C 0.1592 -1.9979 5.2529 0.033 0.038 0.012 -0.138
C 1.9609 -1.6476 -1.3944 0.048 -0.202 0.253 -0.734
C -3.3969 4.2398 0.5478 0.009 -0.001 -0.009 -0.195
C -2.0718 0.5410 -1.2803 -0.026 0.108 0.092 -0.071
C 3.2553 1.1167 -1.0740 0.086 -0.047 0.103 -0.955
C -3.5238 5.3042 -1.6008 -0.001 -0.011 -0.002 -0.196
C -1.0471 -2.6298 4.9404 -0.019 -0.023 0.004 -0.245
C 5.0949 -3.4080 -2.5864 0.000 0.013 0.007 -0.193
C -2.1491 -0.8529 1.8443 0.057 -0.020 0.062 0.389
C -1.2836 -1.2062 2.9672 -0.092 0.007 0.050 -0.255
C 3.7723 -0.9130 1.0792 -0.281 -0.079 0.233 -0.937
C -3.8110 3.0441 -0.0230 -0.078 0.022 0.007 -0.252
C 3.5224 -1.2436 -3.3220 -0.020 -0.045 -0.034 -0.248
C -1.7467 -2.2244 3.8351 -0.014 0.006 -0.008 -0.134
C -0.0268 -0.6238 3.2665 -0.004 0.125 -0.068 0.451
C 5.4343 -2.6515 -3.6989 0.002 -0.003 0.007 -0.197
C 4.6443 -1.5711 -4.0677 -0.003 0.011 0.007 -0.183
C 3.1778 -1.9948 -2.2004 -0.028 -0.049 -0.010 0.017
C -3.9337 4.1087 -2.1697 0.021 0.018 -0.007 -0.229
H -3.9731 -1.3187 2.8606 0.000 0.009 -0.001 0.244
H -2.9255 6.3035 0.2015 -0.012 0.001 0.001 0.222
H -4.9432 0.9882 -1.3056 0.025 -0.025 -0.008 0.237
H -4.1827 -0.7021 1.2086 -0.002 -0.005 -0.007 0.262
H -4.1441 4.0608 -3.2320 0.009 -0.005 0.002 0.216
H 2.5844 1.4704 -1.8544 0.002 0.018 -0.001 0.251
H -3.6339 -2.3484 1.4634 0.011 0.000 0.004 0.256
H 4.0212 -0.1445 1.8069 0.006 0.017 -0.015 0.265
H 3.4833 -1.8271 1.5918 -0.004 0.003 0.006 0.257
H -2.6788 -2.7211 3.6136 0.002 0.000 0.005 0.220
H -3.1996 4.2905 1.6110 -0.009 0.000 -0.001 0.217
H 2.8962 -0.4132 -3.6276 -0.002 -0.007 -0.006 0.216
H 3.7039 -3.6828 -0.9795 -0.012 -0.007 -0.012 0.213
H 4.8969 -0.9884 -4.9435 -0.002 -0.001 0.002 0.227
H 1.1471 -1.2447 -1.9956 0.020 0.048 -0.007 0.263
H 6.3067 -2.9096 -4.2839 -0.003 0.001 -0.001 0.229
H 1.5880 -0.5163 4.6506 0.001 -0.001 -0.011 0.230
H 5.6983 -4.2605 -2.3045 0.002 0.003 0.002 0.228
H -1.4306 -3.4243 5.5645 -0.006 0.010 0.003 0.231
H 4.6116 -1.0975 0.4099 0.029 -0.038 0.040 0.260
H 3.4766 1.9339 -0.3895 -0.008 0.022 -0.021 0.254
H -3.9496 2.1666 0.5977 0.009 0.002 0.001 0.208
H 4.1776 0.7459 -1.5168 -0.012 -0.031 0.001 0.252
H 0.7088 -2.2819 6.1410 -0.001 -0.005 -0.005 0.229
H -5.1196 1.7908 -2.8689 -0.016 0.028 0.019 0.247
H -3.4231 6.1874 -2.2177 0.000 -0.004 -0.002 0.223
H 1.5898 -2.5117 -0.8414 -0.064 -0.003 -0.047 0.250
```
Forces are in eV/Å.

The calculation puts the HOMO energy at -11.0 eV. The calculation puts the orbital gap at 6.30 eV. As for the total charge: +1. The calculation puts the molar mass at 707.53 g/mol. The LUMO energy is -4.74 eV.

=====

Entry 2:
# C25H27AsCl56CoF6NO2

A molecular structure, C25H27AsCl56CoF6NO2 (the ωB97M-V functional and the def2-TZVPD basis, the Open Molecules 2025 dataset).

XYZ file:
```
119
Properties=species:S:1:pos:R:3:forces:R:3:lowdin_spin:R:1
As -4.9743 -4.3469 2.9104 1.152 -0.026 1.543 0.002
Co -2.5629 -2.3866 2.5897 -0.947 -1.258 0.635 2.682
Cl -1.4208 -5.0875 6.5073 -0.188 0.265 0.163 0.000
Cl 6.1802 -7.8299 -2.6932 0.359 -0.128 0.329 0.000
Cl 1.1888 -4.3698 0.2430 -0.333 -0.472 -0.025 0.000
Cl 0.2057 3.3851 0.0621 -0.040 0.150 -0.029 0.000
Cl -1.3275 -1.1631 7.3022 -0.603 0.346 -0.404 0.001
Cl 3.5315 -7.4592 -1.8106 -0.169 -0.126 0.516 0.000
Cl 3.1289 6.3947 0.8662 0.020 -0.384 -0.420 0.000
Cl 3.9835 3.6444 1.1060 0.165 0.206 -0.473 0.000
Cl -1.3830 -7.4014 4.7701 0.015 0.128 0.478 0.000
Cl -1.1480 -0.0525 -4.1537 0.706 -0.670 0.475 0.000
Cl -0.0046 4.9447 3.2638 -0.164 -0.191 0.552 0.000
Cl 1.8736 1.0941 5.4758 0.719 0.185 0.246 0.000
Cl 4.6280 -3.3737 4.6061 -0.291 -0.331 -0.226 0.000
Cl -4.8875 -0.7556 -4.0671 -0.071 -0.038 0.224 0.000
Cl -2.2556 2.4110 -1.0338 -0.466 -0.786 0.017 0.000
Cl 4.7193 -1.8579 -1.6566 -0.425 -0.183 0.135 0.000
Cl -0.3936 3.7901 -2.7156 0.225 -0.077 -0.310 0.000
Cl -1.9395 5.2229 -0.7579 0.402 -0.229 0.132 0.000
Cl 3.6352 -5.3139 2.6055 -0.205 0.336 0.289 0.000
Cl -3.1323 1.1246 6.8006 0.300 -0.253 0.029 0.002
Cl -2.2216 3.0753 3.3297 0.305 0.296 0.235 0.000
Cl -0.0326 -6.6516 -1.1224 0.564 -0.351 -0.164 0.000
Cl -1.6965 -4.6121 -0.2006 0.152 0.417 0.448 0.005
Cl 2.2878 -2.5956 9.6330 -0.293 -0.351 -0.216 0.000
Cl 5.4736 -5.4161 -1.2720 0.056 -0.697 0.375 0.000
Cl 3.7157 0.4561 -0.1244 0.286 -1.019 -0.151 0.000
Cl -0.8402 -2.8047 -3.2631 0.068 -0.612 -0.405 0.000
Cl 4.1612 2.8748 5.8542 -0.117 0.558 0.151 0.000
Cl -0.4207 -6.3443 1.7120 0.306 0.200 0.110 0.000
Cl -8.2310 1.0764 2.4149 1.341 0.512 -0.052 0.000
Cl 2.9734 -5.0393 8.1123 -0.608 -0.007 0.150 0.000
Cl -5.9032 0.6528 4.0869 0.164 0.146 -0.176 0.000
Cl 0.0639 -0.7361 -1.5697 0.040 0.222 0.010 0.000
Cl 6.4879 -0.3474 -0.0016 0.243 0.295 -0.313 0.000
Cl -2.2123 -0.5039 4.6096 -0.355 -0.256 0.516 0.022
Cl 1.9615 -2.6632 6.7616 0.618 -0.083 0.365 0.000
Cl 4.6372 -1.9478 1.2714 -0.903 -0.891 0.561 0.000
Cl 4.6613 0.1260 5.2912 -0.838 0.464 0.714 0.000
Cl -4.1418 -1.5394 6.6454 0.337 -0.097 -0.399 0.000
Cl 6.4174 -5.0606 3.1362 0.687 0.289 -0.501 0.000
Cl 4.6529 -2.8261 8.1254 0.130 0.613 -0.631 0.000
Cl 1.5711 -1.2037 -3.9932 -1.009 -0.329 0.280 0.000
Cl -0.2985 -7.5737 7.4702 0.057 0.277 -0.308 0.000
Cl 5.6282 -7.9991 0.1952 -0.206 0.441 -0.702 0.000
Cl -1.0546 3.9078 5.8767 0.129 0.385 -1.111 0.000
Cl 4.7658 5.2478 -1.3070 -0.501 -0.381 0.607 0.000
Cl -5.0570 -3.1601 -2.4696 -0.132 -0.374 -0.174 0.000
Cl 1.0536 -6.0177 5.3736 -0.183 -0.158 0.242 0.000
Cl -6.4447 -0.7857 -1.5769 0.649 -0.239 -0.598 0.000
Cl -6.2233 3.1952 2.8008 0.203 0.309 -0.352 0.000
Cl -3.5085 -0.9685 -1.4869 -0.679 0.054 -0.363 0.000
Cl 4.8029 -6.2396 5.0592 -0.490 -0.425 0.845 0.000
Cl 5.8785 5.8303 1.2485 0.321 -0.217 0.192 0.000
Cl 3.4518 0.9175 7.8923 0.184 0.090 -0.352 0.000
Cl -2.6046 5.8141 4.2669 0.714 -0.748 -0.018 0.000
Cl -5.5719 0.7687 1.2267 0.072 0.548 0.180 0.000
F -5.4186 -2.9470 3.7884 -0.102 0.498 -0.364 0.001
F -4.2872 -5.7088 2.1993 0.310 -0.457 -0.632 0.000
F -6.2597 -4.3265 1.8566 -1.067 0.043 -0.384 0.001
F -4.1145 -3.2183 1.6776 -0.330 -0.066 -0.059 0.035
F -5.6253 -5.2929 4.1918 0.264 0.240 -0.575 0.000
F -3.3184 -4.1087 3.6800 0.032 0.397 0.136 0.025
O 1.4531 3.3175 -5.2436 -1.698 1.187 -0.338 0.000
O -1.3346 -1.2997 2.0331 -0.389 1.003 -0.921 0.177
N -0.5997 4.3139 -7.1967 -0.118 0.155 0.288 0.000
C -0.1858 -5.5046 0.1930 -0.672 0.345 -0.393 0.000
C 1.7960 4.2979 -6.1771 -0.466 -0.508 -0.484 0.000
C -0.5170 -6.5101 6.0698 0.242 -0.459 -0.716 0.000
C -4.9995 -1.4253 -2.4372 0.241 0.514 0.936 0.000
C 0.0348 -1.3402 1.9136 1.366 1.236 0.936 0.022
C 0.4978 5.0400 -6.4732 1.291 1.785 -0.677 0.000
C -0.0073 3.4861 -8.2505 -1.962 -2.466 -0.503 0.000
C -1.5562 5.2876 -7.8174 -0.146 -0.041 -1.235 0.000
C 2.4673 2.7425 -4.5691 2.092 -1.828 2.807 0.000
C -2.2769 6.1673 -6.8561 -0.941 0.810 0.775 0.000
C 0.6291 0.1053 2.1605 -0.522 -1.311 -0.226 0.007
C -1.0891 3.6776 -1.0931 -0.055 0.858 0.136 0.000
C -2.5892 2.7009 -6.7796 1.299 0.648 -1.713 0.000
C -2.7230 -0.5409 6.3555 0.213 0.155 0.201 0.002
C -6.4068 1.4933 2.6002 -1.624 -1.500 0.535 0.000
C -1.3350 3.4196 -6.2122 -1.279 0.428 0.290 0.000
C -0.0830 -1.2690 -3.2374 0.259 1.516 -0.442 0.000
C 0.5296 -2.3321 2.9778 -0.342 -0.458 -0.677 0.010
C 3.5261 1.3004 6.1744 0.002 -1.373 -0.768 0.000
C -1.4214 4.4262 4.1845 -0.920 0.225 0.301 0.000
C 4.8347 -4.9807 3.8769 0.291 0.111 -0.565 0.000
C 2.9480 -3.2751 8.1218 0.106 -0.027 0.461 0.000
C 5.2192 -7.2084 -1.3471 -0.069 0.583 -0.429 0.000
C 4.4302 5.2272 0.4604 -0.085 0.772 0.131 0.000
C 4.8368 -0.9978 -0.1357 0.690 1.720 -0.261 0.000
H 0.1960 0.8633 1.4890 0.112 -0.449 0.033 0.000
H 0.6872 2.7600 -7.8107 -0.024 0.488 -0.271 0.000
H 0.0935 5.2983 -5.5158 -0.193 0.233 0.573 0.000
H 3.1631 3.4376 -4.0255 -0.546 -0.147 -0.749 0.000
H -0.8544 2.8561 -8.6940 1.238 0.999 0.466 0.000
H 0.1952 -2.0386 3.9525 -0.308 0.535 0.631 0.000
H -1.7562 4.0474 -5.4138 0.631 0.171 -0.194 0.000
H -2.3257 4.6848 -8.3602 1.031 0.492 -0.004 0.000
H 2.3162 3.7757 -7.0010 -0.234 0.691 -0.139 0.000
H 1.7027 -0.0046 1.9862 -0.002 0.427 0.228 0.001
H 0.1509 -3.3591 2.8480 -0.096 0.238 -0.352 0.001
H 0.8171 6.0433 -6.9581 -1.027 -1.739 0.168 0.000
H 0.4052 -1.5437 0.9046 -0.385 -0.792 -0.051 0.002
H -2.3476 2.0411 -7.6334 -0.282 0.258 0.440 0.000
H 1.5829 -2.4406 3.0472 1.228 0.039 -0.151 0.001
H 3.0488 2.0545 -5.1895 0.207 0.113 -0.145 0.000
H 2.0420 2.1142 -3.7408 0.157 0.488 -0.813 0.000
H -2.9790 2.1086 -6.0199 -0.460 -1.297 1.511 0.000
H -3.1637 5.7294 -6.3287 0.743 0.276 -0.755 0.000
H -2.5511 7.0977 -7.3697 -0.439 -0.456 -0.100 0.000
H 0.3991 0.3984 3.1767 0.179 0.176 0.288 0.000
H 2.4502 5.0885 -5.8102 0.310 -0.153 0.440 0.000
H -1.6346 6.5586 -6.0965 0.589 0.055 0.705 0.000
H -0.5283 2.8415 -5.7703 -0.484 -0.630 -0.051 0.000
H -0.9200 5.9076 -8.5006 -0.764 -0.659 0.320 0.000
H -3.4448 3.3468 -7.0487 0.731 0.093 -0.007 0.000
H 0.3730 4.0959 -9.0326 0.707 0.470 -0.466 0.000
```
Forces are in eV/Å.

The calculation puts the HOMO energy (spin up / spin down) at -11.4 / -11.3 eV. The calculation puts the orbital gap (spin up / spin down) at 9.19 / 8.93 eV. As for the total charge: +1. The expectation value of S² is 3.76. As for the spin multiplicity: 4. The calculation puts the molar mass at 2606.71 g/mol. The LUMO energy (spin up / spin down) is -2.21 / -2.39 eV.

=====

Entry 3:
# C25H27AsCl5IIrPS6Sb

A molecular structure, C25H27AsCl5IIrPS6Sb (the ωB97M-V functional and the def2-TZVPD basis, the Open Molecules 2025 dataset).

XYZ file:
```
68
Properties=species:S:1:pos:R:3:forces:R:3:nbo_charge:R:1
Ir -0.8268 0.2550 1.5403 1.251 -0.194 -0.061 0.453
I -3.5022 -1.6415 3.2494 -0.006 0.028 -0.050 -0.066
Sb -2.0409 3.5713 0.3181 -0.707 -0.624 0.241 1.364
As 2.1791 1.7456 -0.7949 0.424 0.188 0.053 1.198
Cl -0.1121 2.7214 3.4487 -0.020 0.147 0.017 0.077
Cl 4.5363 -1.3522 3.6329 0.070 -0.066 0.005 0.013
Cl 1.9477 -2.1833 2.3072 0.182 0.044 0.287 0.019
Cl 2.4046 3.3614 5.0252 -0.026 0.088 0.064 0.028
Cl 4.8051 1.3928 5.0422 0.117 0.037 0.088 0.017
S -3.4235 4.1897 -1.3968 0.333 -0.326 0.295 -0.838
S -2.7266 1.4228 1.6259 -0.681 1.117 -0.021 -0.547
S -0.0623 -3.3985 -2.4096 -0.066 0.040 -0.091 -0.677
S -1.3076 5.2728 1.5895 0.028 0.175 0.101 -0.833
S 0.1783 -1.4301 0.1405 -0.321 0.627 -0.253 -0.423
S -0.2743 1.9287 -0.1517 0.280 -0.298 -0.437 -0.577
P -1.1357 -2.2576 -1.2057 -0.009 -0.266 0.145 1.142
C -2.3005 -3.2979 -0.2525 0.055 0.042 -0.025 -0.283
C 3.8876 0.7170 -0.5511 -0.074 0.215 -0.090 -0.700
C 3.3548 0.9884 4.2052 -0.190 -0.061 -0.138 -0.103
C -3.6141 -3.5000 -0.6669 0.084 -0.077 0.106 -0.224
C -1.8084 -4.0004 0.8436 -0.091 -0.097 0.003 -0.203
C 2.0504 -0.5324 2.8515 -0.003 -0.183 -0.018 0.007
C -1.3920 -1.0965 2.9939 -0.030 0.023 -0.004 -0.721
C 2.7847 3.5994 -0.5374 0.000 -0.088 0.026 -0.721
C -4.4218 -4.4050 0.0099 -0.019 0.023 -0.017 -0.210
C 1.1485 1.5558 3.4187 -0.058 0.016 -0.116 -0.112
C -3.8461 0.6833 -3.4497 -0.001 -0.002 -0.022 -0.197
C -3.9325 0.5794 -2.0678 0.047 0.008 0.050 -0.199
C -2.2405 -1.1286 -2.0985 0.167 0.027 0.080 -0.335
C -2.6152 -4.9087 1.5114 0.016 0.067 -0.038 -0.212
C -2.1759 -1.0479 -3.4836 0.039 0.133 -0.046 -0.213
C 3.8233 -0.6553 -1.2066 -0.029 0.026 0.033 -0.631
C 2.2786 1.8672 4.1734 0.215 -0.114 -0.176 -0.095
C 3.2924 3.9122 0.8604 -0.055 -0.111 0.028 -0.619
C -3.1396 -0.3335 -1.3909 -0.016 -0.001 -0.087 -0.214
C 0.9940 0.3756 2.6552 -0.450 -0.187 -0.167 -0.182
C -3.9237 -5.1125 1.0944 0.010 -0.016 0.002 -0.216
C 1.1817 0.7038 -3.2948 0.030 -0.052 -0.106 -0.631
C 2.0668 1.8157 -2.7505 -0.166 -0.074 0.029 -0.725
C -2.9848 -0.1421 -4.1590 0.029 -0.006 0.014 -0.238
C 3.2243 -0.2279 3.5537 -0.064 0.107 0.005 -0.135
H 1.9117 4.2200 -0.7518 0.006 -0.054 -0.089 0.240
H 4.1419 3.2824 1.1369 -0.023 0.015 0.033 0.195
H 3.5997 4.9568 0.9388 0.025 -0.008 0.005 0.205
H 3.7912 -0.5713 -2.2949 -0.013 -0.023 0.020 0.197
H -0.9153 -2.0679 2.8808 -0.046 -0.041 -0.013 0.183
H -4.0041 -2.9503 -1.5137 -0.012 -0.014 0.000 0.222
H 0.1738 0.8308 -2.9085 -0.147 -0.080 0.036 0.239
H 4.6986 -1.2529 -0.9402 -0.007 0.006 -0.012 0.203
H 4.6843 1.3342 -0.9782 0.018 0.038 0.001 0.199
H 1.5266 -0.2846 -2.9869 -0.047 -0.017 -0.029 0.224
H 4.0643 0.6371 0.5208 -0.063 -0.003 0.087 0.223
H -0.7915 -3.8172 1.1703 -0.011 -0.026 -0.015 0.235
H -2.9204 -0.0669 -5.2388 -0.012 0.007 0.014 0.197
H 2.9328 -1.1981 -0.8866 -0.012 -0.066 -0.010 0.247
H -1.4769 -1.6833 -4.0137 -0.005 0.000 0.011 0.237
H -4.5602 -5.8108 1.6262 0.007 0.024 -0.009 0.197
H -4.5773 1.2448 -1.5111 -0.027 0.023 0.012 0.236
H -3.2073 -0.4060 -0.3128 0.006 -0.014 -0.047 0.246
H -4.4379 1.4288 -3.9671 -0.009 -0.016 0.005 0.207
H -1.1722 -0.7127 3.9891 0.014 -0.015 0.050 0.180
H 1.6390 2.7920 -2.9885 0.001 0.020 0.037 0.223
H 2.4899 3.7552 1.5794 -0.020 -0.031 0.166 0.232
H -5.4478 -4.5506 -0.3088 0.018 0.003 0.008 0.198
H 1.1271 0.7253 -4.3864 0.040 0.015 0.005 0.197
H 3.5459 3.7965 -1.2977 -0.002 -0.003 -0.028 0.197
H 3.0823 1.7959 -3.1559 0.035 -0.065 0.058 0.202
H -2.2296 -5.4345 2.3762 -0.008 -0.009 -0.006 0.204
```
Forces are in eV/Å.

The calculation puts the HOMO energy (spin up / spin down) at -2.2 / -2.7 eV. The calculation puts the orbital gap (spin up / spin down) at 5.95 / 5.76 eV. As for the total charge: -2. The expectation value of S² is 0.76. As for the spin multiplicity: 2. The calculation puts the molar mass at 1243.93 g/mol. The LUMO energy (spin up / spin down) is 3.80 / 3.08 eV.